Version a
Entry from the Open Molecules 2025 dataset: a 4-piece molecular cluster, C12H28N4O4 overall (ωB97M-V/def2-TZVPD).

Values from the calculation:
net charge: 0
structure (SMILES): CN(C)C=O.CN(C)C=O.CN(C)C=O.CN(C)C=O

Last columns: bonded neighbours and bond lengths (Å).
Cartesian coordinates (Å):
1 C -7.570 -19.446 -8.499  O2 1.227, N3 1.357, H6 1.101
2 O -8.062 -19.057 -7.445  C1 1.227
3 N -6.322 -19.029 -8.830  C1 1.357, C4 1.411, C5 1.462
4 C -5.975 -18.974 -10.196  N3 1.411, H7 1.090, H8 1.090, H9 1.090
5 C -5.619 -18.151 -7.897  N3 1.462, H10 1.090, H11 1.090, H12 1.090
6 H -7.991 -20.075 -9.299  C1 1.101
7 H -4.908 -18.769 -10.279  C4 1.090
8 H -6.583 -18.134 -10.531  C4 1.090
9 H -6.314 -19.930 -10.596  C4 1.090
10 H -4.570 -18.428 -8.002  C5 1.090
11 H -5.859 -17.126 -8.179  C5 1.090
12 H -5.861 -18.419 -6.868  C5 1.090
13 C -2.013 -17.933 -16.761  O14 1.220, N15 1.367, H18 1.101
14 O -1.951 -17.332 -17.821  C13 1.220
15 N -3.180 -17.945 -16.049  C13 1.367, C16 1.579, C17 1.451
16 C -4.460 -17.256 -16.665  N15 1.579, H19 1.090, H20 1.090, H21 1.090
17 C -3.276 -18.387 -14.670  N15 1.451, H22 1.090, H23 1.090, H24 1.090
18 H -1.145 -18.523 -16.429  C13 1.101
19 H -5.378 -17.563 -16.166  C16 1.090
20 H -4.558 -17.650 -17.677  C16 1.090
21 H -4.440 -16.166 -16.680  C16 1.090
22 H -3.854 -17.623 -14.151  C17 1.090
23 H -3.908 -19.275 -14.642  C17 1.090
24 H -2.292 -18.550 -14.232  C17 1.090
25 C 4.111 -22.456 -14.630  O26 1.206, N27 1.383, H30 1.101
26 O 4.684 -21.980 -15.578  C25 1.206
27 N 2.811 -22.914 -14.523  C25 1.383, C28 1.445, C29 1.448
28 C 2.207 -23.168 -13.236  N27 1.445, H31 1.090, H32 1.090, H33 1.090
29 C 1.836 -22.838 -15.592  N27 1.448, H34 1.090, H35 1.090, H36 1.090
30 H 4.456 -22.604 -13.595  C25 1.101
31 H 2.857 -22.950 -12.389  C28 1.090
32 H 1.965 -24.185 -12.925  C28 1.090
33 H 1.382 -22.495 -13.001  C28 1.090
34 H 2.223 -22.990 -16.600  C29 1.090
35 H 1.027 -23.540 -15.389  C29 1.090
36 H 1.437 -21.825 -15.634  C29 1.090
37 C -3.772 -22.357 -11.257  O38 1.202, N39 1.316, H42 1.101
38 O -4.451 -21.792 -10.442  C37 1.202
39 N -2.594 -22.100 -11.784  C37 1.316, C40 1.461, C41 1.454
40 C -1.939 -22.965 -12.763  N39 1.461, H43 1.090, H44 1.090, H45 1.090
41 C -2.001 -20.800 -11.515  N39 1.454, H46 1.090, H47 1.090, H48 1.090
42 H -4.118 -23.313 -11.680  C37 1.101
43 H -2.454 -23.926 -12.767  C40 1.090
44 H -0.971 -23.314 -12.405  C40 1.090
45 H -2.026 -22.650 -13.804  C40 1.090
46 H -0.988 -20.882 -11.122  C41 1.090
47 H -1.954 -20.140 -12.381  C41 1.090
48 H -2.601 -20.393 -10.701  C41 1.090

These are the natural (NBO) partial charges, in e, on atoms 1 to 6: 0.52, -0.62, -0.42, -0.41, -0.42, 0.12

***

Version b
Entry from the Open Molecules 2025 dataset: a 4-piece molecular cluster, C12H28N4O4 overall (ωB97M-V/def2-TZVPD).

Values from the calculation:
net charge: 0
structure (SMILES): CNC(C)=O.CNC(C)=O.CNC(C)=O.CNC(C)=O

Last columns: bonded neighbours and bond lengths (Å).
Cartesian coordinates (Å):
1 C -5.197 7.058 -48.276  C2 1.510, H6 1.090, H7 1.090, H8 1.090
2 C -6.403 6.405 -47.645  C1 1.510, O3 1.259, N4 1.319
3 O -7.454 6.433 -48.338  C2 1.259
4 N -6.256 5.863 -46.452  C2 1.319, C5 1.502, H9 1.010
5 C -7.329 5.223 -45.617  N4 1.502, H10 1.090, H11 1.090, H12 1.090
6 H -5.296 8.088 -48.618  C1 1.090
7 H -4.964 6.561 -49.217  C1 1.090
8 H -4.310 6.955 -47.650  C1 1.090
9 H -5.410 6.108 -45.959  N4 1.010
10 H -8.203 5.844 -45.816  C5 1.090
11 H -7.101 5.392 -44.565  C5 1.090
12 H -7.558 4.193 -45.890  C5 1.090
13 C -5.118 -1.592 -48.113  C14 1.541, H18 1.090, H19 1.090, H20 1.090
14 C -5.959 -0.983 -49.252  C13 1.541, O15 1.231, N16 1.271
15 O -5.372 -0.190 -49.989  C14 1.231
16 N -7.173 -1.328 -49.405  C14 1.271, C17 1.448, H21 1.010
17 C -8.062 -0.898 -50.464  N16 1.448, H22 1.090, H23 1.090, H24 1.090
18 H -5.759 -1.858 -47.272  C13 1.090
19 H -4.504 -0.868 -47.577  C13 1.090
20 H -4.286 -2.263 -48.327  C13 1.090
21 H -7.615 -1.824 -48.643  N16 1.010
22 H -7.432 -0.757 -51.343  C17 1.090
23 H -8.542 0.076 -50.376  C17 1.090
24 H -8.892 -1.582 -50.643  C17 1.090
25 C -14.553 -2.916 -47.344  C26 1.546, H30 1.090, H31 1.090, H32 1.090
26 C -14.444 -3.125 -45.816  C25 1.546, O27 1.235, N28 1.320
27 O -14.198 -2.159 -45.087  C26 1.235
28 N -14.780 -4.337 -45.415  C26 1.320, C29 1.417, H33 1.010
29 C -14.557 -4.679 -44.058  N28 1.417, H34 1.090, H35 1.090, H36 1.090
30 H -15.348 -3.595 -47.652  C25 1.090
31 H -13.618 -3.124 -47.864  C25 1.090
32 H -14.788 -1.885 -47.607  C25 1.090
33 H -15.139 -5.019 -46.067  N28 1.010
34 H -14.821 -5.697 -43.771  C29 1.090
35 H -14.966 -4.146 -43.199  C29 1.090
36 H -13.495 -4.829 -43.863  C29 1.090
37 C -10.621 -2.001 -47.499  C38 1.471, H42 1.090, H43 1.090, H44 1.090
38 C -9.610 -1.326 -46.670  C37 1.471, O39 1.233, N40 1.356
39 O -8.823 -2.052 -46.059  C38 1.233
40 N -9.193 -0.042 -46.801  C38 1.356, C41 1.401, H45 1.010
41 C -8.025 0.552 -46.307  N40 1.401, H46 1.090, H47 1.090, H48 1.090
42 H -10.119 -2.020 -48.466  C37 1.090
43 H -11.521 -1.433 -47.732  C37 1.090
44 H -11.022 -2.946 -47.132  C37 1.090
45 H -9.909 0.656 -46.944  N40 1.010
46 H -8.311 1.495 -45.842  C41 1.090
47 H -7.466 0.743 -47.223  C41 1.090
48 H -7.499 -0.102 -45.612  C41 1.090

These are the natural (NBO) partial charges, in e, on atoms 1 to 6: -0.70, 0.65, -0.65, -0.59, -0.42, 0.24

***

What should be chosen as the most stable of them? Choose version b.